Molecular formula: C2HFLiO
Method: DFT, ωB97M-V/def2-TZVPD

## Properties
* orbital gap: 0.3595 Eh
* HOMO: -0.54275 Eh

```
! RIJCOSX wB97M-V def2-TZVPD def2/J DEFGRID3
* xyz 1 1
H 0.6197 1.5075 0.1965
C 0.0028 0.1624 -0.1749
C 0.6030 0.4639 1.0268
O 0.0042 -0.6361 -1.0571
F -0.1180 0.2951 2.1148
Li -1.1117 -1.7929 -2.1060
*
```

=====

Molecular formula: C2HFN2O2
Method: DFT, ωB97M-V/def2-TZVPD

## Properties
* orbital gap (spin up / spin down): 0.3339 / 0.3341 Eh
* HOMO (spin up / spin down): -0.34345 / -0.34354 Eh

```
! RIJCOSX wB97M-V def2-TZVPD def2/J DEFGRID3
* xyz 0 1
C -0.1898 -1.2746 -0.4240
C 1.7904 0.9921 -0.0369
N -1.0919 -0.5593 -0.0273
N -1.8542 0.3692 0.0283
O 1.7805 1.5905 0.9396
O 1.7022 0.5204 -1.0704
F 0.6766 -1.9686 0.2681
H -2.8139 0.3304 0.3227
*
```

=====

Molecular formula: C2HFO2
Method: DFT, ωB97M-V/def2-TZVPD

## Properties
* orbital gap: 0.3387 Eh
* HOMO: -0.32407 Eh

```
! RIJCOSX wB97M-V def2-TZVPD def2/J DEFGRID3
* xyz 0 1
C -2.8028 0.1402 0.0320
C -0.0323 -0.5291 0.6049
O -3.9090 -0.1184 -0.0771
O -1.6897 0.4162 0.1448
F -0.2674 -1.6336 -0.0865
H 0.6048 0.1005 -0.0531
*
```

=====

Molecular formula: C2HFO2Y
Method: DFT, ωB97M-V/def2-TZVPD

## Properties
* orbital gap (spin up / spin down): 0.1743 / 0.1420 Eh
* HOMO (spin up / spin down): -0.26807 / -0.26565 Eh

```
! RIJCOSX wB97M-V def2-TZVPD def2/J DEFGRID3
* xyz 0 2
C -0.3979 -0.9537 -0.2493
C 0.7942 -0.7125 -0.1647
O -1.7134 -0.8976 -0.2253
H -2.0689 0.0840 -0.0246
Y 3.7487 1.2358 0.3761
O 1.9360 -0.1428 -0.0082
F -2.2986 1.3869 0.2960
*
```

=====

Molecular formula: C2HFeO4
Method: DFT, ωB97M-V/def2-TZVPD

## Properties
* orbital gap (spin up / spin down): 0.4422 / 0.3054 Eh
* HOMO (spin up / spin down): -0.86582 / -0.84807 Eh

```
! RIJCOSX wB97M-V def2-TZVPD def2/J DEFGRID3
* xyz 2 6
O -2.7962 1.9866 -1.0996
C -1.8480 1.5820 -0.5989
O -1.0089 1.3068 0.1830
C 1.3867 -1.3792 0.0942
O 0.4652 -1.6428 0.9131
O 1.9961 -0.2793 0.2281
Fe 0.3787 0.3734 1.1718
H 1.4265 -1.9475 -0.8916
*
```

=====

Molecular formula: C2HI3
Method: DFT, ωB97M-V/def2-TZVPD

## Properties
* orbital gap (spin up / spin down): 0.2615 / 0.2807 Eh
* HOMO (spin up / spin down): -0.30309 / -0.32253 Eh

```
! RIJCOSX wB97M-V def2-TZVPD def2/J DEFGRID3
* xyz 0 1
C 1.0179 -0.0703 -0.3219
C -0.8487 0.2978 0.3423
I 1.8547 -1.9166 -0.1759
I -1.3128 2.2120 -0.1823
I -2.2346 -1.1252 0.1645
H 1.5236 0.6023 0.1734
*
```

=====

Molecular formula: C2HI3
Method: DFT, ωB97M-V/def2-TZVPD

## Properties
* orbital gap (spin up / spin down): 0.2353 / 0.2669 Eh
* HOMO (spin up / spin down): -0.32806 / -0.33455 Eh

```
! RIJCOSX wB97M-V def2-TZVPD def2/J DEFGRID3
* xyz 0 1
C -0.6943 -0.3622 0.1439
C -1.5896 0.5886 -0.1161
I -1.1482 -2.3705 0.0005
I -1.9600 2.5938 0.0080
I -4.3994 -0.6059 -0.0016
H 0.4329 -0.3695 0.0950
*
```

=====

Molecular formula: C2HI5
Method: DFT, ωB97M-V/def2-TZVPD

## Properties
* orbital gap: 0.2913 Eh
* HOMO: -0.32704 Eh

```
! RIJCOSX wB97M-V def2-TZVPD def2/J DEFGRID3
* xyz 0 1
C -0.7157 0.3260 0.0305
C 0.5711 -0.4476 -0.0411
I -0.9189 1.7119 -1.6140
I -0.9184 1.3857 1.9022
I 0.6255 -1.5707 -1.9084
I 2.3028 0.8473 0.0802
I 0.6228 -1.9003 1.5837
H -1.5692 -0.3523 -0.0332
*
```

=====

Molecular formula: C2HIN2O
Method: DFT, ωB97M-V/def2-TZVPD

## Properties
* orbital gap (spin up / spin down): 0.2880 / 0.2881 Eh
* HOMO (spin up / spin down): -0.80453 / -0.80454 Eh

```
! RIJCOSX wB97M-V def2-TZVPD def2/J DEFGRID3
* xyz 2 1
C -0.7838 -0.0042 2.1723
C -1.0071 -1.2489 0.6938
N -1.2529 -1.1946 1.9642
N -0.5296 -0.3061 -0.0798
O -0.3388 0.8725 1.6234
I -1.3732 -2.0549 -1.2282
H 0.3128 0.1660 -0.4770
*
```

=====

Molecular formula: C2HLuO3
Method: DFT, ωB97M-V/def2-TZVPD

## Properties
* orbital gap: 0.1913 Eh
* HOMO: -0.66419 Eh

```
! RIJCOSX wB97M-V def2-TZVPD def2/J DEFGRID3
* xyz 2 1
O 0.6826 0.1620 0.4790
C 1.2145 -0.2472 -0.7119
O 0.6958 -0.9983 -1.4792
C -0.6437 0.3383 0.7463
O -1.4759 0.3319 -0.1705
Lu -2.7085 0.2506 1.9408
H 2.2351 0.1627 -0.8045
*
```

=====

Molecular formula: C2HN2O
Method: DFT, ωB97M-V/def2-TZVPD

## Properties
* orbital gap: 0.2823 Eh
* HOMO: -0.58513 Eh

```
! RIJCOSX wB97M-V def2-TZVPD def2/J DEFGRID3
* xyz 1 1
C 1.1637 -1.2938 0.0046
C -0.7446 0.0321 -0.0038
N 0.1348 1.0108 0.0002
N 1.2261 1.2405 0.0009
O 0.0413 -1.0463 -0.0031
H -1.8212 0.0567 0.0011
*
```

=====

Molecular formula: C2HN2O3
Method: DFT, ωB97M-V/def2-TZVPD

## Properties
* orbital gap (spin up / spin down): 0.2635 / 0.2635 Eh
* HOMO (spin up / spin down): -0.14180 / -0.14183 Eh

```
! RIJCOSX wB97M-V def2-TZVPD def2/J DEFGRID3
* xyz -1 1
C -1.4441 -0.8924 0.1134
C 1.7991 0.0487 -0.2945
N -2.1125 0.0196 0.4746
N -0.0654 1.6259 -0.0934
O -0.8410 -1.8402 -0.2570
O 2.7563 -0.6902 -0.0826
O 0.8477 0.6708 -0.0468
H -0.9401 1.0579 0.1863
*
```

=====

Listing energy above the lowest of the compared OMol25 structures with the same formula, charge and spin for the structures above in their given order: 19.12 79.30 66.36 24.00 0.00 98.14 49.82 0.00 67.28 60.63 63.93 114.31 kcal/mol.